DFT (ωB97M-V with the def2-TZVPD basis set) results for C6H7NO3 as an isolated structure in a non-equilibrium geometry.

Each line ends with the Mulliken charge.
CARTESIAN COORDINATES (ANGSTROEM)
1 C -3.4424 0.0574 0.2984  -0.6157
2 O -2.3253 0.9003 0.5759  -0.3836
3 C -1.1090 0.4436 0.3230  0.5234
4 C 0.0881 1.0938 0.2842  -0.7190
5 C 1.0651 0.0439 0.1109  0.7967
6 C 0.3710 -1.1232 -0.0217  -0.6394
7 O -0.9534 -0.8767 0.1118  -0.3180
8 C 2.5084 0.1940 0.1541  0.1376
9 N 3.4553 -0.2343 0.8247  -0.5716
10 H -3.4074 -0.3042 -0.7375  0.3050
11 H -3.4652 -0.7944 0.9903  0.2769
12 H -4.3318 0.6769 0.4436  0.2330
13 H 0.2427 2.1595 0.4236  0.4448
14 H 0.6651 -2.1432 -0.2409  0.4506
15 O 3.4664 0.2778 -1.3449  -0.6943
16 H 2.8780 -0.1345 -1.9890  0.3122
17 H 4.2944 -0.2367 -0.2065  0.4615

Cartesian forces (eV/Å) of the 3 atoms listed first:
-0.1516 -0.2435 -0.0898
-0.1856 0.3099 0.0355
0.5898 0.3568 -0.1442

Output
Relative energy (zero: lowest compared OMol25 entry of this formula, charge and spin) ... 106.7 kcal per mole
Electronic energy ... -13963.33378 eV
HOMO ... -8.7 eV
Kohn-Sham gap ... 9.3 eV